[1]
C28H56ClN7O8P2 | ωB97M-V with the def2-TZVPD basis set

Geometry as XYZ:
```
102
Properties=species:S:1:pos:R:3:mulliken_charge:R:1
C -0.948 -2.123 0.970 -0.0292
C -0.561 -3.592 0.287 0.3629
O -0.242 -4.563 1.188 -0.5531
O -0.562 -3.839 -1.186 -0.2478
C -1.931 -4.300 -1.464 -0.2333
C -2.317 -4.431 -3.051 -0.4533
C -1.640 -3.306 -4.031 -0.2561
C -2.684 -2.062 -4.432 -0.9713
C -2.760 -1.107 -3.092 0.3603
C -1.485 -0.042 -2.901 -0.3625
C -1.423 0.933 -1.569 0.1025
C -0.118 1.924 -1.440 0.3545
O -0.259 3.205 -1.789 -0.5059
O 1.176 1.319 -0.983 -0.4120
C -2.648 0.791 -0.489 0.2951
C -2.609 1.706 0.873 0.0983
O -1.490 1.585 1.640 -0.5371
O -3.652 2.638 1.330 -0.6864
C -3.860 -0.304 -0.809 -0.1914
N -3.885 -1.198 -2.057 0.5680
C -5.039 -2.170 -2.168 -0.4334
C -6.532 -1.473 -2.059 -0.5408
C -7.343 -1.931 -0.695 -0.5073
Cl -7.505 -0.584 0.577 -0.1744
H -2.104 -1.961 1.078 0.0938
H -0.491 -1.313 0.224 -0.1195
H -0.421 -1.948 2.008 0.3526
H -2.675 -3.653 -0.824 -0.0077
H -2.004 -5.404 -1.014 0.3328
H -1.993 -5.484 -3.451 0.3753
H -3.507 -4.372 -3.119 0.1233
H -0.696 -2.752 -3.554 0.1072
H -1.218 -3.788 -5.038 0.3897
H -2.182 -1.438 -5.317 0.3646
H -3.719 -2.442 -4.824 0.3504
H -0.639 -0.016 -3.711 0.3315
H 1.139 0.354 -1.304 0.3080
H -4.703 -0.389 0.010 0.2012
H -5.047 -2.825 -3.138 0.0948
H -4.937 -2.938 -1.259 0.2942
H -7.175 -1.843 -2.994 0.3376
H -6.420 -0.311 -2.185 0.3765
H -6.878 -2.934 -0.247 0.3101
H -8.454 -2.233 -1.008 0.3155
O 3.149 -0.463 -3.033 -0.6204
P 4.547 -0.346 -3.689 0.7325
N 4.058 0.992 -4.608 0.2584
C 3.970 1.126 -6.046 -1.0022
C 3.806 2.241 -3.899 -0.9647
N 4.342 -1.786 -4.627 0.1357
C 4.460 -1.891 -6.073 -1.0403
C 3.313 -2.741 -4.188 -1.0968
N 6.153 -0.211 -4.444 -0.0899
C 7.071 -1.160 -3.763 -1.1488
C 6.857 1.083 -4.406 -1.0587
H 4.880 0.790 -6.552 0.3293
H 3.841 2.164 -6.370 0.4226
H 3.115 0.572 -6.438 0.2013
H 4.743 2.713 -3.596 0.2454
H 3.218 2.063 -2.992 0.2003
H 3.243 2.968 -4.494 0.4293
H 3.555 -1.549 -6.583 0.2987
H 4.625 -2.934 -6.371 0.3858
H 5.322 -1.353 -6.473 0.2955
H 2.305 -2.387 -4.447 0.3167
H 3.368 -2.904 -3.107 0.3116
H 3.449 -3.728 -4.644 0.3071
H 7.205 -0.886 -2.711 0.3765
H 8.051 -1.183 -4.248 0.4024
H 6.689 -2.185 -3.793 0.3301
H 6.931 1.471 -3.386 0.3774
H 6.383 1.839 -5.035 0.3103
H 7.869 0.984 -4.816 0.3633
O -0.106 0.442 7.590 -0.7752
P -0.709 1.868 7.563 0.8238
N -0.984 1.775 5.894 0.0623
C -0.421 2.579 4.831 -0.8065
C -2.019 0.858 5.431 -0.8794
N 0.818 2.632 7.847 0.1395
C 1.436 3.650 7.011 -1.0660
C 1.893 1.807 8.422 -0.9813
N -1.402 3.507 7.532 -0.0371
C -1.545 3.982 8.933 -1.1387
C -2.731 3.713 6.930 -1.0698
H -0.489 3.651 5.039 0.2752
H -0.941 2.449 3.876 0.4011
H 0.624 2.314 4.652 0.1905
H -3.014 1.259 5.634 0.2869
H -1.941 -0.108 5.942 0.3175
H -1.958 0.644 4.358 0.2201
H 1.927 3.217 6.135 0.3170
H 2.202 4.197 7.574 0.4113
H 0.734 4.420 6.685 0.2817
H 2.328 1.137 7.666 0.3090
H 1.519 1.208 9.259 0.2873
H 2.702 2.419 8.834 0.3061
H -2.259 3.359 9.484 0.3692
H -1.883 5.021 8.969 0.3927
H -0.593 3.949 9.471 0.3273
H -3.477 3.041 7.362 0.3734
H -2.727 3.582 5.846 0.3242
H -3.066 4.747 7.077 0.3516
```

Calculated values
LUMO (hartree): -0.081
Highest occupied orbital energy (eV): -6.8
Strongest force on any atom (eV/A): 9.2
Multiplicity: 1
HOMO-LUMO gap (eV): 4.595

***

[2]
C3H3N3O2 | ωB97M-V with the def2-TZVPD basis set

Geometry as XYZ:
```
11
Properties=species:S:1:pos:R:3:mulliken_charge:R:1
C -0.733 0.565 0.035 0.5379
C -0.750 -1.609 0.006 0.0861
C 1.669 0.553 0.258 0.0762
H -2.106 1.683 -0.553 0.3516
H -1.091 -2.543 -0.436 0.3666
H 1.598 1.618 0.656 0.3196
N -0.917 1.805 -0.139 -0.6032
N -1.567 -0.580 -0.021 -0.5106
N 0.563 0.026 0.480 0.1726
O 0.558 -1.437 0.082 -0.2391
O 2.775 -0.081 -0.368 -0.5577
```

Calculated values
LUMO (hartree): -0.017
Highest occupied orbital energy (eV): -10.2
Strongest force on any atom (eV/A): 12.0
Multiplicity: 1
HOMO-LUMO gap (eV): 9.777
Structure (SMILES): [H]/N=c1\ncon1C=O

***

[3]
C4H14N2 | ωB97M-V with the def2-TZVPD basis set

Geometry as XYZ:
```
20
Properties=species:S:1:pos:R:3:mulliken_charge:R:1
C 4.159 -2.571 1.879 -0.7646
N 2.942 -1.920 1.416 -0.3082
C 2.854 -1.522 0.015 -0.7494
H 4.532 -3.206 1.085 0.3018
H 4.967 -1.858 2.097 0.2698
H 3.951 -3.126 2.782 0.2670
H 2.599 -1.218 2.051 0.2091
H 3.717 -1.841 -0.565 0.2927
H 2.828 -0.431 -0.092 0.2543
H 1.925 -1.907 -0.383 0.2275
C -4.084 2.207 -0.040 -0.8298
N -3.614 2.577 -1.356 -0.3497
C -2.636 1.652 -1.930 -0.7308
H -5.032 2.659 0.236 0.3278
H -4.122 1.134 0.181 0.2793
H -3.401 2.573 0.742 0.2708
H -4.415 2.649 -1.967 0.2574
H -2.909 1.394 -2.945 0.3023
H -2.630 0.699 -1.390 0.2454
H -1.632 2.056 -1.817 0.2273
```

Calculated values
LUMO (hartree): 0.037
Highest occupied orbital energy (eV): -8.3
Strongest force on any atom (eV/A): 1.6
Multiplicity: 1
HOMO-LUMO gap (eV): 9.298
Structure (SMILES): CNC.CNC

***

[4]
C47H36AsN2O2ScTe | ωB97M-V with the def2-TZVPD basis set

Geometry as XYZ:
```
90
Properties=species:S:1:pos:R:3:mulliken_charge:R:1
Sc -0.155 0.194 -0.014 -0.3379
C 0.764 0.219 -3.286 -1.7423
O 0.011 -0.382 -2.207 1.4877
C -0.650 -1.588 -2.497 0.7928
C -0.713 -2.111 -3.773 -0.6948
C -1.386 -3.310 -3.980 -0.9533
C -1.982 -3.971 -2.917 -0.8657
C -1.916 -3.433 -1.642 -0.9796
C -1.255 -2.234 -1.423 0.0007
N -1.158 -1.608 -0.137 1.4719
N -1.828 -2.180 0.790 -0.8307
C -1.818 -1.796 2.077 0.1367
C -0.982 -0.787 2.628 0.6324
O -0.242 -0.034 1.838 0.4047
C -0.908 -0.610 4.015 -1.3719
C -1.714 -1.342 4.838 -0.6629
C -2.644 -2.299 4.346 0.6533
C -3.497 -2.996 5.225 -1.0044
C -4.391 -3.911 4.738 -0.6169
C -4.449 -4.157 3.357 -0.8093
C -3.623 -3.491 2.482 -0.5225
C -2.701 -2.547 2.961 1.1120
H 0.083 0.537 -4.073 0.5336
H 1.501 -0.488 -3.658 0.5035
H 1.267 1.087 -2.869 0.2741
H -0.250 -1.612 -4.611 0.5145
H -1.432 -3.722 -4.979 0.4853
H -2.494 -4.909 -3.079 0.4630
H -2.369 -3.935 -0.800 0.5278
H -0.208 0.118 4.401 0.5508
H -1.652 -1.191 5.910 0.4501
H -3.437 -2.795 6.287 0.4401
H -5.048 -4.444 5.412 0.4268
H -5.155 -4.883 2.975 0.4357
H -3.679 -3.687 1.421 0.3137
C 4.705 -0.747 3.754 -0.5095
C 3.687 0.198 3.725 -0.8997
C 3.037 0.475 2.532 -0.3654
C 3.420 -0.184 1.366 0.6399
C 4.435 -1.131 1.392 -0.0915
C 5.074 -1.411 2.593 -0.8675
As 2.546 0.326 -0.286 0.7853
C 3.618 1.818 -0.857 0.2913
C 3.594 3.112 -0.370 -0.5435
C 4.518 4.025 -0.862 -0.7546
C 5.437 3.630 -1.827 -0.7899
C 5.443 2.331 -2.316 -0.8737
C 4.526 1.407 -1.833 0.5957
C 4.403 -0.008 -2.262 0.5262
C 5.162 -0.637 -3.242 -0.2875
C 4.918 -1.966 -3.561 -0.8922
C 3.919 -2.685 -2.914 -0.7579
C 3.154 -2.071 -1.931 -1.0492
C 3.412 -0.746 -1.616 0.1441
H 5.213 -0.964 4.684 0.4166
H 3.404 0.719 4.630 0.4611
H 2.240 1.209 2.514 0.4598
H 4.735 -1.645 0.488 0.4338
H 5.867 -2.147 2.617 0.4372
H 2.882 3.412 0.389 0.5573
H 4.525 5.042 -0.492 0.4584
H 6.159 4.344 -2.203 0.4279
H 6.166 2.044 -3.069 0.4474
H 5.945 -0.096 -3.758 0.4425
H 5.515 -2.447 -4.324 0.4170
H 3.742 -3.722 -3.170 0.4840
H 2.380 -2.627 -1.416 0.5678
Te -0.977 2.783 -1.270 0.3496
C -2.284 4.309 -0.645 0.5251
C -2.316 4.732 0.678 -0.1874
C -3.249 5.692 1.044 -0.6886
C -4.118 6.217 0.095 -0.5166
C -4.057 5.793 -1.226 -0.5963
C -3.132 4.830 -1.610 -0.5221
C -2.398 1.252 -0.773 -0.0863
C -2.847 1.154 0.553 0.2781
C -3.900 0.307 0.862 -1.0200
C -4.496 -0.454 -0.137 -0.3838
C -4.059 -0.353 -1.453 -0.8984
C -3.018 0.503 -1.777 -0.3476
H -1.623 4.339 1.410 0.4470
H -3.289 6.036 2.069 0.4153
H -4.841 6.968 0.385 0.4059
H -4.727 6.213 -1.965 0.4025
H -3.082 4.500 -2.639 0.3833
H -2.437 1.799 1.321 0.4653
H -4.264 0.252 1.880 0.5039
H -5.318 -1.113 0.111 0.5113
H -4.539 -0.929 -2.234 0.4885
H -2.707 0.609 -2.808 0.5420
```

Calculated values
LUMO (hartree): -0.245
Net charge: +2
Highest occupied orbital energy (eV): -13.0
Strongest force on any atom (eV/A): 1.7
Multiplicity: 1
HOMO-LUMO gap (eV): 6.333

***

[5]
C10H16 | ωB97M-V with the def2-TZVPD basis set

Geometry as XYZ:
```
26
Properties=species:S:1:pos:R:3:mulliken_charge:R:1
C -2.485 -0.210 1.585 -1.0696
C -1.286 -3.493 -0.801 -0.4967
C -1.051 -3.474 0.569 -0.3290
C -2.222 -2.545 -1.335 -0.3038
C -1.629 -2.541 1.456 -0.6121
C -2.622 -1.525 -0.505 -0.5414
C -2.365 -1.536 0.881 0.8874
H -0.695 -4.049 -1.522 0.3591
H -0.223 -4.027 0.956 0.3326
H -2.543 -2.706 -2.464 0.2513
H -1.315 -2.589 2.471 0.3564
H -3.090 -0.686 -0.990 0.3377
H -1.678 0.434 1.152 0.1160
H -2.446 -0.427 2.646 0.3889
H -3.409 0.365 1.353 0.3231
C 2.044 2.506 -0.672 0.1385
C 2.400 3.804 0.024 -1.1702
C 3.302 1.663 -0.916 -1.0624
H 1.238 1.906 -0.178 0.0132
H 1.596 2.599 -1.663 0.2317
H 2.632 3.645 1.065 0.3229
H 1.643 4.587 0.024 0.3215
H 3.479 0.871 -0.165 0.2810
H 3.243 0.878 -1.670 0.3449
H 3.324 4.188 -0.324 0.3385
H 4.158 2.363 -0.980 0.2406
```

Calculated values
LUMO (hartree): 0.031
Highest occupied orbital energy (eV): -8.9
Strongest force on any atom (eV/A): 2.8
Multiplicity: 1
HOMO-LUMO gap (eV): 9.734
Structure (SMILES): Cc1ccccc1.CCC